[1]
Below is a structure of composition C31H32IrN6O in a non-equilibrium geometry, with properties calculated with ωB97M-V with the def2-TZVPD basis set.

Computed properties:
**Maximum force**: 2.3 eV/A
**LUMO energy**: -10.65 eV
**ΔE to the lowest compared entry with this formula, charge and spin**: 1.681 eV
**HOMO**: -16.1 eV
**Net charge**: +3
**Orbital gap**: 5.44 eV

Cartesian coordinates (Å):
Ir: -0.11227 -0.29841 -1.27847
C: -2.76960 -0.03689 0.80376
C: -3.19185 -0.56488 -0.52572
C: -4.53549 -0.82679 -0.78619
C: -4.92358 -1.28060 -2.02883
C: -3.95662 -1.50899 -2.99913
C: -2.63488 -1.27348 -2.69186
N: -2.26692 -0.78018 -1.48668
C: -1.53348 -1.52935 -3.63035
C: -1.66465 -2.20444 -4.83074
C: -0.54608 -2.36793 -5.63392
C: 0.67623 -1.86193 -5.21970
C: 0.75917 -1.22535 -3.99246
N: -0.33620 -1.07314 -3.23581
C: 1.98601 -0.62549 -3.44833
C: 3.21285 -0.76617 -4.05389
C: 4.30588 -0.07744 -3.54016
C: 4.11611 0.76461 -2.47013
C: 2.85827 0.86311 -1.87095
C: 2.68196 1.81599 -0.73945
N: 1.82100 0.13772 -2.33446
H: -3.61475 0.00746 1.48532
H: -2.35845 0.96704 0.70070
H: -1.99753 -0.67306 1.23894
H: -5.26518 -0.65776 -0.00740
H: -5.96738 -1.46024 -2.24977
H: -4.23817 -1.85226 -3.98304
H: -2.61938 -2.59940 -5.14318
H: -0.63016 -2.87850 -6.58391
H: 1.53928 -1.95240 -5.86111
H: 3.32711 -1.38734 -4.92905
H: 5.28139 -0.18054 -3.99658
H: 4.92445 1.37116 -2.08613
H: 3.19407 2.74979 -0.97021
H: 3.13172 1.41651 0.16888
H: 1.63326 2.02603 -0.56243
C: 1.57842 2.69043 4.51766
N: 1.28216 1.66649 3.52044
N: 0.43578 1.87948 2.46388
C: 0.61463 0.87068 1.56297
O: -0.10011 0.82980 0.48930
C: 1.59800 0.02070 2.08386
C: 1.99574 0.55472 3.29685
C: 3.03385 0.08963 4.25017
C: -0.68290 2.77469 2.50681
C: -1.46438 2.84641 3.65520
C: -2.59113 3.65258 3.66454
C: -2.94039 4.37361 2.53061
C: -2.15096 4.30082 1.39146
C: -1.01532 3.50557 1.37490
H: 0.87117 3.50698 4.43057
H: 2.58322 3.08421 4.36415
H: 1.51899 2.26936 5.51899
H: 1.96133 -0.87418 1.60865
H: 3.41834 -0.87967 3.94492
H: 2.63566 0.00359 5.26129
H: 3.87121 0.78983 4.28689
H: -1.22563 2.23701 4.51780
H: -3.20769 3.69557 4.55172
H: -3.82720 4.99237 2.53966
H: -2.41186 4.88486 0.51926
H: -0.37394 3.48660 0.50468
C: 0.14624 -4.51546 1.94089
C: 0.82105 -4.40613 0.55919
C: 0.62733 -3.08844 -0.01278
N: 0.46147 -2.02656 -0.40711
H: 0.32322 -5.51355 2.33311
H: -0.92809 -4.35822 1.86565
H: 0.56039 -3.79052 2.63915
H: 0.40080 -5.13677 -0.13558
H: 1.89449 -4.59296 0.63272

Forces on atoms 1 to 3 (eV/Å):
-0.1 -0.9 -2.1
-0.1 0.0 0.0
-0.1 0.0 -0.1

[2]
Below is a structure of composition C31H32KN6O3 in a non-equilibrium geometry, with properties calculated with ωB97M-V with the def2-TZVPD basis set.

Computed properties:
**Maximum force**: 2.7 eV/A
**LUMO energy (spin up / spin down)**: 1.99 / 1.99 eV
**ΔE to the lowest compared entry with this formula, charge and spin**: 2.655 eV
**HOMO (spin up / spin down)**: -2.0 / -1.0 eV
**Net charge**: -1
**Orbital gap (spin up / spin down)**: 3.96 / 3.01 eV

Cartesian coordinates (Å):
K: 0.05862 0.25289 -0.14453
O: -6.90408 -2.82677 1.39015
C: -6.05812 -2.23837 2.35619
C: -4.78648 -1.70967 1.74186
C: -3.89235 -0.99436 2.55445
C: -2.72338 -0.53198 1.97011
N: -2.39597 -0.72204 0.71602
C: -3.23978 -1.41185 -0.08536
C: -4.46144 -1.91418 0.42331
C: -2.80778 -1.60160 -1.44321
C: -3.55699 -2.30804 -2.40956
C: -3.07531 -2.45173 -3.69042
C: -3.83266 -3.26292 -4.70693
O: -3.93242 -4.63121 -4.33535
C: -1.82789 -1.88585 -4.00674
C: -1.15633 -1.21137 -2.99737
N: -1.60181 -1.06906 -1.77308
H: -7.69467 -3.15049 1.83432
H: -5.79168 -2.98154 3.12808
H: -6.57843 -1.40809 2.86293
H: -4.11079 -0.81729 3.59767
H: -2.00271 0.02156 2.55438
H: -5.15254 -2.45962 -0.19805
H: -4.50956 -2.75042 -2.15741
H: -3.34280 -3.18586 -5.69037
H: -4.86432 -2.91154 -4.80587
H: -3.10102 -4.87481 -3.91365
H: -1.41603 -1.96639 -5.00209
H: -0.19252 -0.75590 -3.19151
C: -1.49635 4.31914 1.40658
C: -1.21276 4.50190 2.76225
C: -0.54365 3.51994 3.44387
C: -0.16656 2.33167 2.77646
N: -0.44297 2.17430 1.46163
C: -1.07706 3.13083 0.82512
C: 0.46437 1.23496 3.46231
C: 0.97541 1.35701 4.77626
C: 1.44631 0.25246 5.43748
C: 1.40846 -0.98929 4.79261
C: 0.95561 -1.01022 3.48005
N: 0.51583 0.03882 2.82554
H: -2.02738 5.07044 0.84074
H: -1.51706 5.40759 3.27043
H: -0.33658 3.64524 4.49571
H: -1.25826 2.94718 -0.22600
H: 1.01098 2.32337 5.25994
H: 1.83475 0.33488 6.44670
H: 1.73428 -1.88810 5.29552
H: 0.92990 -1.94384 2.92953
C: 4.37087 0.62437 -1.86799
C: 3.74206 0.21700 -0.54728
O: 3.19601 0.99699 0.19870
N: 3.91203 -1.09249 -0.25141
C: 3.27505 -1.72388 0.88942
C: 2.43606 -2.89013 0.44959
C: 2.86798 -4.19602 0.60783
C: 2.06330 -5.23741 0.15679
C: 0.83896 -4.90577 -0.43228
C: 0.50300 -3.57417 -0.55745
N: 1.27469 -2.57460 -0.14340
H: 4.19220 1.68282 -2.02586
H: 3.91561 0.06349 -2.67914
H: 5.44351 0.43426 -1.85462
H: 4.29235 -1.71024 -0.95276
H: 2.64032 -0.96141 1.34656
H: 4.03895 -2.04882 1.60733
H: 3.81980 -4.40648 1.07894
H: 2.37229 -6.26827 0.25396
H: 0.17309 -5.67769 -0.78471
H: -0.43161 -3.26975 -1.00518
C: 0.13597 2.14555 -2.76546
H: 0.69071 2.85883 -3.41460
H: -0.91947 2.29335 -3.07605

Forces on atoms 1 to 3 (eV/Å):
0.3 -0.3 -0.8
-0.3 -0.2 -0.2
0.3 0.2 0.4